Formula: C6H7O4
Source: the Open Molecules 2025 dataset
Level of theory: the ωB97M-V functional and the def2-TZVPD basis

* HOMO-LUMO gap: 0.3063 Ha
* total charge: -1
* maximum force: 3.95 eV/A
* LUMO: 3.666 eV
* multiplicity: 1
* M: 143.118 g/mol
* electronic energy: -533.79763 Ha

Structure (XYZ):
```
17
Properties=species:S:1:pos:R:3:lowdin_charge:R:1
C 0.633 2.304 -0.540 -0.0471
C -0.608 2.625 -0.390 -0.2651
C 1.670 2.399 0.687 -0.7238
C -0.829 0.017 -0.664 -0.5264
C 0.421 -0.817 -1.037 -0.0283
C -1.077 0.007 0.847 -0.0150
O -1.670 2.994 0.002 0.1244
O 2.818 2.749 0.355 -0.0653
O -1.614 0.451 -1.468 0.0338
O 1.256 1.994 1.766 -0.0385
H 1.237 2.090 -1.446 0.1235
H 0.527 -1.123 -2.120 0.0891
H 0.698 -1.705 -0.365 0.0996
H 1.217 -0.136 -1.030 0.0311
H -2.155 0.239 1.022 0.0996
H -0.437 0.871 1.162 0.0716
H -0.831 -0.970 1.066 0.0369
```

Formula: C17H26BBrF7NO6PS
Source: the Open Molecules 2025 dataset
Level of theory: the ωB97M-V functional and the def2-TZVPD basis

* HOMO-LUMO gap: 0.2545 Ha
* total charge: +1
* maximum force: 2.77 eV/A
* LUMO: -4.385 eV
* SMILES string: CCP(C)[C@]1(B(O)OC)[C@H](S(=O)(=O)C(F)(F)C(F)(F)C(F)(F)F)C(CC(=O)Br)=[NH+][C@@H]1CCCOC
* multiplicity: 1
* M: 627.139 g/mol
* electronic energy: -5206.80955 Ha

Structure (XYZ):
```
61
Properties=species:S:1:pos:R:3:lowdin_charge:R:1
C -1.310 0.499 -3.596 -0.1326
C -1.960 -0.792 -3.067 -0.3588
P -1.496 -1.446 -1.391 1.0649
C -0.341 -2.835 -1.764 -0.2371
C -0.499 -0.160 -0.434 -0.2765
B -1.152 1.301 -0.327 -0.7188
O -0.590 2.145 0.571 0.1995
O -2.205 1.724 -1.085 0.0219
C -3.522 1.523 -0.533 -0.0164
C 1.071 -0.234 -0.385 -0.2167
S 2.050 -0.033 -1.871 0.7754
O 1.435 -0.611 -3.018 -0.2205
O 3.362 -0.548 -1.611 -0.2966
C 2.316 1.776 -2.186 -0.4598
F 1.181 2.343 -2.624 0.1478
F 3.212 1.838 -3.165 0.1736
C 2.830 2.636 -0.993 -0.3779
F 3.174 3.812 -1.528 0.1887
F 1.858 2.860 -0.102 0.1608
C 4.078 2.119 -0.220 -0.5311
F 4.495 3.118 0.567 0.1951
F 3.707 1.107 0.591 0.1515
F 5.065 1.751 -1.022 0.2143
C 1.446 -1.371 0.515 -0.1568
C 2.695 -2.152 0.645 -0.0665
C 2.637 -3.441 -0.212 -0.7717
O 1.839 -4.324 0.044 0.0226
Br 3.886 -3.680 -1.656 0.8536
N 0.444 -1.601 1.269 0.2268
C -0.664 -0.631 1.076 -0.2556
C -1.978 -1.182 1.618 -0.1396
C -1.986 -1.104 3.167 -0.1504
C -2.635 0.167 3.669 -0.2182
O -1.986 1.337 3.214 -0.1915
C -0.842 1.668 3.962 -0.0994
H -0.915 0.347 -4.592 0.0807
H -2.065 1.269 -3.675 0.0740
H -0.522 0.898 -2.980 0.0143
H -3.036 -0.700 -3.063 0.0624
H -1.744 -1.590 -3.766 0.0689
H -0.678 -3.374 -2.635 0.0579
H 0.698 -2.536 -1.832 0.0059
H -0.420 -3.518 -0.925 0.0260
H -0.800 3.055 0.338 0.1441
H -3.774 0.468 -0.579 0.0800
H -3.584 1.916 0.476 0.0990
H -4.210 2.041 -1.180 0.0988
H 1.328 0.647 0.225 0.1422
H 3.582 -1.595 0.385 0.1049
H 2.774 -2.534 1.654 0.1440
H 0.466 -2.357 1.943 0.1994
H -0.399 0.136 1.799 0.1302
H -2.833 -0.615 1.277 0.1073
H -2.142 -2.211 1.333 0.1042
H -0.963 -1.129 3.535 0.1003
H -2.506 -1.956 3.587 0.1229
H -3.671 0.240 3.363 0.1314
H -2.613 0.152 4.759 0.1270
H -0.381 2.519 3.481 0.0891
H -0.099 0.870 3.986 0.0834
H -1.108 1.979 4.968 0.0978
```

Please write out number 2 again, unchanged.
Formula: C17H26BBrF7NO6PS
Source: the Open Molecules 2025 dataset
Level of theory: the ωB97M-V functional and the def2-TZVPD basis

* HOMO-LUMO gap: 0.2545 Ha
* total charge: +1
* maximum force: 2.77 eV/A
* LUMO: -4.385 eV
* SMILES string: CCP(C)[C@]1(B(O)OC)[C@H](S(=O)(=O)C(F)(F)C(F)(F)C(F)(F)F)C(CC(=O)Br)=[NH+][C@@H]1CCCOC
* multiplicity: 1
* M: 627.139 g/mol
* electronic energy: -5206.80955 Ha

Structure (XYZ):
```
61
Properties=species:S:1:pos:R:3:lowdin_charge:R:1
C -1.310 0.499 -3.596 -0.1326
C -1.960 -0.792 -3.067 -0.3588
P -1.496 -1.446 -1.391 1.0649
C -0.341 -2.835 -1.764 -0.2371
C -0.499 -0.160 -0.434 -0.2765
B -1.152 1.301 -0.327 -0.7188
O -0.590 2.145 0.571 0.1995
O -2.205 1.724 -1.085 0.0219
C -3.522 1.523 -0.533 -0.0164
C 1.071 -0.234 -0.385 -0.2167
S 2.050 -0.033 -1.871 0.7754
O 1.435 -0.611 -3.018 -0.2205
O 3.362 -0.548 -1.611 -0.2966
C 2.316 1.776 -2.186 -0.4598
F 1.181 2.343 -2.624 0.1478
F 3.212 1.838 -3.165 0.1736
C 2.830 2.636 -0.993 -0.3779
F 3.174 3.812 -1.528 0.1887
F 1.858 2.860 -0.102 0.1608
C 4.078 2.119 -0.220 -0.5311
F 4.495 3.118 0.567 0.1951
F 3.707 1.107 0.591 0.1515
F 5.065 1.751 -1.022 0.2143
C 1.446 -1.371 0.515 -0.1568
C 2.695 -2.152 0.645 -0.0665
C 2.637 -3.441 -0.212 -0.7717
O 1.839 -4.324 0.044 0.0226
Br 3.886 -3.680 -1.656 0.8536
N 0.444 -1.601 1.269 0.2268
C -0.664 -0.631 1.076 -0.2556
C -1.978 -1.182 1.618 -0.1396
C -1.986 -1.104 3.167 -0.1504
C -2.635 0.167 3.669 -0.2182
O -1.986 1.337 3.214 -0.1915
C -0.842 1.668 3.962 -0.0994
H -0.915 0.347 -4.592 0.0807
H -2.065 1.269 -3.675 0.0740
H -0.522 0.898 -2.980 0.0143
H -3.036 -0.700 -3.063 0.0624
H -1.744 -1.590 -3.766 0.0689
H -0.678 -3.374 -2.635 0.0579
H 0.698 -2.536 -1.832 0.0059
H -0.420 -3.518 -0.925 0.0260
H -0.800 3.055 0.338 0.1441
H -3.774 0.468 -0.579 0.0800
H -3.584 1.916 0.476 0.0990
H -4.210 2.041 -1.180 0.0988
H 1.328 0.647 0.225 0.1422
H 3.582 -1.595 0.385 0.1049
H 2.774 -2.534 1.654 0.1440
H 0.466 -2.357 1.943 0.1994
H -0.399 0.136 1.799 0.1302
H -2.833 -0.615 1.277 0.1073
H -2.142 -2.211 1.333 0.1042
H -0.963 -1.129 3.535 0.1003
H -2.506 -1.956 3.587 0.1229
H -3.671 0.240 3.363 0.1314
H -2.613 0.152 4.759 0.1270
H -0.381 2.519 3.481 0.0891
H -0.099 0.870 3.986 0.0834
H -1.108 1.979 4.968 0.0978
```

What is the M in the first record? 143.118 g/mol